## w
# C6H10N

A 2-piece molecular cluster, C6H10N overall (ωB97M-V with the def2-TZVPD basis set, the Open Molecules 2025 dataset).

Properties
Frontier orbital gap = 5.2317 eV
LUMO level = -7.43 eV

```
! wB97M-V def2-TZVPD RIJCOSX def2/J DEFGRID3
* xyz 1 1
C 1.0145 1.9456 -0.3191
C 0.5889 0.9354 0.1113
C -0.3216 -2.5421 0.8662
C 0.4453 -1.4217 0.5815
C 1.9509 -1.5979 0.2595
C -0.1271 -0.1234 0.5474
N -2.3542 2.6292 -1.3373
H 1.3919 2.8497 -0.8053
H -1.2788 -2.3625 1.4188
H -0.1850 -3.6521 0.8152
H 2.3939 -0.7996 -0.4395
H 2.5507 -1.6798 1.2448
H 1.8976 -2.6317 -0.1504
H -1.1549 0.0116 0.8763
H -1.7849 2.2104 -0.6359
H -1.8322 3.1208 -1.9952
H -3.1950 3.1081 -1.0383
*
```


## x
# C6H10N

C6H10N as an isolated structure (ωB97M-V with the def2-TZVPD basis set, the Open Molecules 2025 dataset).

Properties
Frontier orbital gap = 9.2889 eV
LUMO level = -3.67 eV

```
! wB97M-V def2-TZVPD RIJCOSX def2/J DEFGRID3
* xyz 1 1
C -0.0070 0.7596 0.2084
C 0.3479 -0.8756 -0.0686
C 0.6063 -0.2244 1.1884
C -0.4935 -0.7730 -0.9574
C -0.2427 -0.5364 2.3843
C -1.1445 -1.0413 -2.1852
N 0.9170 1.6978 -0.4785
H 1.7318 -0.0442 1.4901
H -1.1289 -0.8766 1.9750
H -0.2835 0.2914 2.9763
H 0.3388 -1.1713 3.1211
H -1.9923 -0.3085 -2.4626
H -1.6439 -2.0539 -2.0410
H -0.4448 -1.0069 -3.0010
H 0.4095 2.4559 -1.1424
H 1.6068 1.3533 -1.2099
H 1.4229 2.3542 0.2030
*
```


## y
# C6H10N

An isolated ion of composition C6H10N and charge +1 (ωB97M-V with the def2-TZVPD basis set, the Open Molecules 2025 dataset).

Properties
Frontier orbital gap (alpha / beta) = 8.0117 / 8.0123 eV
LUMO level (alpha / beta) = -6.07 / -6.07 eV

```
! wB97M-V def2-TZVPD RIJCOSX def2/J DEFGRID3
* xyz 1 1
C 0.4403 1.3204 -0.0322
C 0.5425 2.6650 -0.1886
C 0.6584 0.2462 1.0503
C -0.2283 0.4151 -0.8193
C -0.0963 -0.8005 0.0436
C 0.5520 -2.0964 -0.3332
N -1.5424 -0.7038 0.2690
H 0.1110 3.0122 -1.1551
H 0.7041 3.5130 0.5982
H 1.6213 0.0096 1.3560
H 0.0353 0.3211 1.8889
H -0.8818 0.4808 -1.6741
H -0.1637 -2.7994 -0.8095
H 1.0059 -2.6154 0.5121
H 1.3243 -1.9003 -1.1449
H -1.8221 0.1558 0.6760
H -2.2603 -1.2235 -0.2372
*
```


Stability verdict: y, ahead by 0.0403 hartree